{
  "formula": "C5H8O2",
  "method": "ωB97M-V/def2-TZVPD",
  "e_above_lowest_ev": 4.453,
  "energy_ev": -9405.3796,
  "smiles": "C[C@@H]1[C@H](O)[C@@H]2O[C@H]12",
  "lumo_ev": 0.9,
  "e_homo_ev": -9.314,
  "elements": ["C", "C", "C", "O", "C", "O", "C", "H", "H", "H", "H", "H", "H", "H", "H"],
  "positions_angstrom": [[-0.00457, 1.74909, -0.40885], [-0.15550, 0.55494, 0.48347], [0.89992, -0.42759, -0.06622], [0.93648, -0.65921, -1.44444], [-0.02864, -1.58841, 0.58460], [-1.17924, -1.54888, -0.29479], [-1.11063, -0.60812, 0.77124], [-0.30845, 2.71116, 0.00799], [-0.39555, 1.58194, -1.41575], [1.18589, 1.71006, -0.48663], [0.17713, 0.83945, 1.49579], [1.85492, 0.31362, 0.00853], [0.20232, -1.25188, -1.66992], [0.14776, -2.56123, 1.04092], [-1.93303, -0.60503, 1.48016]]
}

{
  "formula": "C5H8O2",
  "method": "ωB97M-V/def2-TZVPD",
  "e_above_lowest_ev": 6.725,
  "energy_ev": -9403.1076,
  "lumo_ev": [-0.3, 0.4],
  "e_homo_ev": [-7.572, -8.076],
  "elements": ["C", "C", "O", "C", "C", "O", "C", "H", "H", "H", "H", "H", "H", "H", "H"],
  "positions_angstrom": [[1.49641, 0.76750, -0.24589], [0.31641, 0.07458, 0.33307], [0.52294, -0.54223, 1.58217], [-1.12728, 0.76418, 0.42140], [-1.68821, -0.34179, -0.35511], [-1.10221, -0.46517, -1.56096], [0.06758, -0.91665, -0.80492], [1.24471, 1.40334, -1.09630], [2.25462, 1.22285, 0.40663], [1.27968, -0.49148, -1.18753], [1.40077, -0.93941, 1.52509], [-1.43845, 0.84076, 1.46162], [-1.14161, 1.71498, -0.10562], [-2.19699, -1.20441, 0.07608], [0.04316, -1.98106, -0.55373]]
}

{
  "formula": "C5H8O2",
  "method": "ωB97M-V/def2-TZVPD",
  "e_above_lowest_ev": 5.877,
  "energy_ev": -9403.9553,
  "lumo_ev": 0.7,
  "e_homo_ev": -7.250,
  "elements": ["O", "C", "C", "C", "C", "C", "O", "H", "H", "H", "H", "H", "H", "H", "H"],
  "positions_angstrom": [[-0.47541, 0.54281, -2.32514], [-0.58846, 0.38992, -0.93914], [-0.79184, -1.05550, -0.48621], [-0.14464, -0.40361, 1.67974], [0.63576, 0.86296, 1.32673], [0.71573, 0.41560, -0.11931], [0.51073, -1.03756, 0.23646], [0.14329, -0.13121, -2.64025], [-1.31744, 1.11835, -0.58157], [-1.65837, -1.22570, 0.15684], [-0.69156, -1.82194, -1.24997], [0.34133, -1.05730, 2.40624], [0.06657, 1.78615, 1.48110], [1.63868, 0.96405, 1.76135], [1.61562, 0.65299, -0.70687]]
}

{
  "formula": "C5H8O2",
  "method": "ωB97M-V/def2-TZVPD",
  "e_above_lowest_ev": 2.157,
  "energy_ev": -9407.6752,
  "smiles": "O[C@H]1C[C@@]2(O)C[C@@H]12",
  "lumo_ev": 0.9,
  "e_homo_ev": -9.150,
  "elements": ["O", "C", "C", "C", "O", "C", "C", "H", "H", "H", "H", "H", "H", "H", "H"],
  "positions_angstrom": [[2.16431, 0.31100, -0.52477], [1.10747, 0.33534, 0.40443], [-0.07971, 1.20215, -0.07245], [-0.97327, -0.02001, 0.09260], [-2.22980, 0.04719, 0.67089], [-0.52143, -1.12200, -0.80228], [0.19434, -0.88448, 0.51056], [2.74580, -0.42178, -0.28753], [1.44970, 0.65261, 1.39949], [-0.32257, 2.01801, 0.61523], [0.01385, 1.58727, -1.09197], [-2.62602, 0.87079, 0.36016], [-1.16095, -2.00170, -0.79766], [-0.01828, -0.91439, -1.74525], [0.25657, -1.65999, 1.26855]]
}

{
  "formula": "C5H8O2",
  "method": "ωB97M-V/def2-TZVPD",
  "e_above_lowest_ev": 5.904,
  "energy_ev": -9403.9280,
  "lumo_ev": [-0.1, -0.1],
  "e_homo_ev": [-8.019, -8.020],
  "elements": ["O", "C", "C", "C", "C", "C", "O", "H", "H", "H", "H", "H", "H", "H", "H"],
  "positions_angstrom": [[2.16135, -0.70657, -0.18334], [0.96725, -0.25094, -0.05903], [0.56820, 1.12965, -0.52687], [-0.92543, 0.80284, -0.69218], [-1.29619, 0.08702, 0.61741], [-0.37158, -0.95180, -0.03015], [-0.84527, -0.49627, -1.34336], [2.00149, -1.38327, 0.66005], [1.15874, -1.25582, 1.67308], [0.81205, 1.89078, 0.22173], [1.06795, 1.37538, -1.46843], [-1.57133, 1.51853, -1.20070], [-1.00157, 0.52080, 1.57531], [-2.33182, -0.25613, 0.61698], [-0.39384, -2.02420, 0.13950]]
}

{
  "formula": "C5H8O2",
  "method": "ωB97M-V/def2-TZVPD",
  "e_above_lowest_ev": 3.461,
  "energy_ev": -9406.3715,
  "lumo_ev": 0.9,
  "e_homo_ev": -9.429,
  "elements": ["O", "C", "C", "C", "C", "C", "O", "H", "H", "H", "H", "H", "H", "H", "H"],
  "positions_angstrom": [[-2.18096, 1.10300, 0.16225], [-0.87718, 1.34156, 0.68663], [-0.12306, 0.01764, 0.80052], [-0.00146, -1.07999, -0.57735], [1.53805, -1.36154, -0.54915], [1.33421, 0.02533, 0.01557], [1.71904, 1.05349, -0.49185], [-2.47202, 1.91310, -0.27520], [-0.96745, 1.86536, 1.66348], [-0.27175, 1.97086, 0.03963], [-0.73573, -0.57964, 1.52720], [-0.54869, -1.83152, -0.06325], [-0.36930, -0.80607, -1.56742], [2.09513, -1.47834, -1.50603], [1.86117, -2.15325, 0.13495]]
}

{
  "formula": "C5H8O2",
  "method": "ωB97M-V/def2-TZVPD",
  "e_above_lowest_ev": 2.375,
  "energy_ev": -9407.4571,
  "smiles": "OC1CC1.C=C=O",
  "lumo_ev": 0.8,
  "e_homo_ev": -9.622,
  "elements": ["O", "C", "C", "C", "H", "H", "H", "H", "H", "H", "C", "C", "O", "H", "H"],
  "positions_angstrom": [[-1.64529, 1.25286, 0.09621], [-0.52056, 0.71415, -0.52305], [0.34481, 1.65777, -1.27932], [0.83930, 1.06523, 0.01752], [-1.79895, 0.73191, 0.89731], [-0.66122, -0.27859, -0.95293], [0.05258, 2.70224, -1.27742], [0.78730, 1.30714, -2.20601], [1.64345, 0.33313, -0.00230], [0.84283, 1.72120, 0.88240], [0.34425, -2.56615, 0.56977], [-0.42861, -1.79244, 1.29435], [-1.12156, -1.10460, 1.93811], [0.99785, -2.10463, -0.15950], [0.32382, -3.63922, 0.70486]]
}

{
  "formula": "C5H8O2",
  "method": "ωB97M-V/def2-TZVPD",
  "e_above_lowest_ev": 2.015,
  "energy_ev": -9407.8172,
  "lumo_ev": 0.9,
  "e_homo_ev": -9.345,
  "elements": ["C", "C", "O", "C", "C", "C", "O", "H", "H", "H", "H", "H", "H", "H", "H"],
  "positions_angstrom": [[-1.59765, -0.74998, -0.00366], [-0.60338, 0.33774, -0.34584], [-1.19773, 1.41664, -0.90302], [0.67094, 0.28406, 1.05033], [1.53930, -0.57655, 0.13380], [0.77971, 0.26343, -0.83033], [1.21988, 1.25663, -1.41944], [-2.30766, -0.35079, 0.72980], [-2.18223, -1.04890, -0.88100], [-1.11835, -1.63263, 0.42430], [-0.42611, 1.82130, -1.38665], [1.17358, 1.21027, 1.34221], [0.15035, -0.21215, 1.86069], [2.60887, -0.38126, 0.07184], [1.29048, -1.63779, 0.15696]]
}

{
  "formula": "C5H8O2",
  "method": "ωB97M-V/def2-TZVPD",
  "e_above_lowest_ev": 5.292,
  "energy_ev": -9404.5402,
  "lumo_ev": [0.7, 0.7],
  "e_homo_ev": [-6.920, -7.107],
  "elements": ["C", "C", "C", "C", "C", "O", "O", "H", "H", "H", "H", "H", "H", "H", "H"],
  "positions_angstrom": [[-1.87101, -0.48242, -1.52829], [1.65871, 0.55761, 0.92141], [1.60474, -0.45825, -0.25232], [0.37052, 0.42619, 0.10923], [-0.80078, -0.30527, 0.65631], [-1.27450, 0.07477, -2.36380], [-1.69308, 0.26821, 1.43680], [-2.91582, -0.87697, -1.66208], [1.44155, -0.02586, 1.91821], [2.47693, 1.38649, 0.85834], [1.97798, -0.12890, -1.19146], [1.47812, -1.49212, -0.15328], [0.03519, 1.15116, -0.77434], [-0.83348, -1.37558, 0.68767], [-1.65507, 1.28094, 1.33760]]
}